Density functional theory data (the ωB97M-V functional and the def2-TZVPD basis) for a 2-piece molecular cluster, C3H11NSi overall at a distorted geometry.

Summary:
energy above the lowest of the compared OMol25 structures with the same formula, charge and spin	4.065	eV
LUMO level (alpha / beta)	-0.00484 / 0.00770	Eh
molecular weight	89.2	g mol⁻¹
F_max	3.180	eV Å⁻¹
net charge	0

Structure (XYZ):
```
16
Properties=species:S:1:pos:R:3:forces:R:3:nbo_charge:R:1
C 1.0301 -2.0164 -0.1148 -0.4306 2.9036 1.2228 -0.68
C 1.3326 1.9350 0.0569 0.7333 -2.3459 0.9304 -0.49
C -0.0415 -1.0404 -0.5071 1.3910 0.0084 -1.2871 -0.54
N -2.1557 0.9407 -0.4503 0.6157 -0.5389 0.4652 -1.25
Si -1.3476 -0.2888 0.5125 0.7885 1.4815 -1.0299 1.29
H 1.0339 -2.1470 0.9202 -0.4969 -0.9739 1.9534 0.20
H 0.8116 -2.8977 -0.6217 0.7120 -1.7485 -1.0438 0.23
H 1.9835 -1.4792 -0.1657 0.3600 -0.7052 -1.2123 0.22
H 1.7990 0.9621 0.2900 -0.2152 0.6103 -0.5639 0.16
H 0.8989 2.3492 0.9163 -0.8098 0.8731 0.7419 0.16
H 1.6963 2.5125 -0.7322 0.3086 0.7690 -1.1029 0.17
H 0.2279 -0.8234 -1.5579 -1.1211 0.5084 0.3857 0.20
H -1.5504 1.3699 -1.1258 0.1899 0.3670 -0.2151 0.38
H -2.5489 1.6473 0.1378 -0.4115 0.6071 0.0510 0.38
H -2.3970 -1.1910 0.6119 -1.3635 -1.6148 0.9404 -0.21
H -0.7728 0.1673 1.8299 -0.2503 -0.2012 -0.2359 -0.21
```
Forces are in eV/Å.